The following is a DFT calculation (ωB97M-V/def2-TZVPD) of a single C3H10N2Si molecule in a non-equilibrium geometry.

Cartesian coordinates (Å):
1 C -1.56995 0.70575 0.03331
2 C -2.82370 0.37423 -0.20650
3 C 0.42229 -1.31051 0.62985
4 N -0.42697 0.39689 -0.70681
5 N 0.62614 -0.01046 0.07202
6 Si 2.06118 0.84167 -0.09362
7 H -1.36226 0.98640 0.97036
8 H 2.21545 1.38631 -1.44840
9 H -3.03736 0.05559 -1.28139
10 H -3.60292 0.66897 0.34244
11 H 0.36050 -2.13467 -0.20449
12 H 1.00548 -1.48914 1.50938
13 H -0.55713 -1.40242 1.12444
14 H -0.56032 -0.21114 -1.50866
15 H 1.72338 1.99455 0.76907
16 H 3.13788 0.14854 0.35172

Properties
energy above the lowest of the compared OMol25 structures with the same formula, charge and spin: 85.0 kcal per mole
frontier orbital gap: 9.42 eV
SMILES string: C=CNN(C)[SiH3]
LUMO energy: 0.89 eV